Formula: C36H30Cl2N3OP2SSn
Source: OMol25
Level of theory: the ωB97M-V functional and the def2-TZVPD basis

```
76
Properties=species:S:1:pos:R:3:forces:R:3:lowdin_charge:R:1
Sn 0.1709 -1.5402 1.3505 0.2570 0.1172 0.1743 0.893
O -0.3680 -2.0877 3.3705 -0.1349 0.0206 0.0465 -0.376
N -0.5288 -3.3564 3.7331 0.0781 -0.0362 0.0909 -0.192
C -0.5519 -3.5848 5.0659 -0.0227 -0.0099 -0.0265 -0.011
C -0.7501 -4.8389 5.5623 0.0090 -0.0343 0.0361 -0.054
C -0.9239 -5.8943 4.6609 -0.0072 0.0066 0.0381 -0.064
C -0.8739 -5.6461 3.3162 0.0209 0.0240 -0.0350 -0.084
C -0.6603 -4.3478 2.8171 0.0155 0.0567 -0.0957 -0.652
S -0.5823 -4.0029 1.1402 -0.0653 -0.0965 -0.0107 0.597
H -0.4051 -2.6967 5.6599 -0.0104 0.0003 0.0046 0.141
H -0.7624 -4.9881 6.6309 -0.0145 -0.0151 0.0088 0.108
H -1.0928 -6.9000 5.0193 0.0100 -0.0149 0.0153 0.111
H -0.9942 -6.4374 2.5920 0.0081 -0.0131 -0.0155 0.107
C -0.6513 2.0735 -2.1498 0.1560 0.0485 0.0782 -0.154
N -0.7837 0.9461 -1.2195 -0.3848 -0.0339 -0.1781 -0.549
P -0.6187 -0.6578 -1.8295 -0.0264 0.0065 0.0355 0.916
C -1.1710 -0.4482 -3.5675 0.0155 -0.0610 -0.0177 -0.371
C -2.5495 -0.3897 -3.7721 -0.0221 -0.0025 0.0144 -0.113
C -3.0747 -0.2192 -5.0424 0.0254 0.0034 -0.0230 -0.084
C -2.2229 -0.1258 -6.1356 -0.0171 0.0105 0.0054 -0.090
C -0.8514 -0.1989 -5.9472 -0.0013 -0.0038 0.0116 -0.082
C -0.3281 -0.3560 -4.6702 0.0478 0.0188 -0.0198 -0.089
C 1.1919 -0.8329 -2.0315 -0.0216 0.0764 -0.0219 -0.421
C 2.1034 0.1573 -1.6810 0.0278 -0.0627 0.0119 -0.096
C 3.4703 -0.0695 -1.7866 -0.0265 -0.0128 0.0121 -0.077
C 3.9382 -1.2902 -2.2449 -0.0029 0.0009 -0.0151 -0.113
C 3.0371 -2.2918 -2.5825 0.0022 0.0217 0.0026 -0.093
C 1.6760 -2.0672 -2.4665 -0.0064 -0.0049 -0.0361 -0.113
P -1.8470 1.0791 0.1366 0.0349 0.0656 -0.0925 0.926
C -3.1578 2.2064 -0.4949 -0.0327 -0.0080 0.0593 -0.373
C -4.3138 1.5961 -0.9776 -0.0067 -0.0469 -0.0234 -0.121
C -5.3596 2.3486 -1.4928 0.0184 0.0155 -0.0050 -0.087
C -5.2668 3.7320 -1.5148 0.0094 0.0030 0.0029 -0.089
C -4.1292 4.3556 -1.0186 -0.0390 -0.0108 -0.0191 -0.080
C -3.0846 3.5977 -0.5135 0.0746 0.0336 0.0274 -0.096
C -0.9308 2.2321 1.2279 0.0400 -0.0051 -0.0304 -0.404
C 0.3591 2.6784 0.9625 0.0055 -0.0106 0.0686 -0.109
C 1.0183 3.5186 1.8508 0.0062 -0.0364 0.0085 -0.092
C 0.3986 3.9111 3.0255 -0.0116 0.0053 0.0264 -0.098
C -0.8798 3.4499 3.3153 0.0113 0.0107 0.0008 -0.087
C -1.5347 2.6138 2.4264 -0.0336 0.0047 -0.0317 -0.109
H 0.1733 1.8916 -2.8399 0.0030 0.0027 0.0106 0.077
H -0.4424 2.9927 -1.6009 -0.0227 0.0033 -0.0105 0.071
H -1.5611 2.2238 -2.7369 0.0149 -0.0019 -0.0095 0.082
H -3.2191 -0.4761 -2.9234 0.0002 -0.0121 0.0160 0.088
H -4.1468 -0.1710 -5.1815 -0.0154 0.0108 -0.0027 0.102
H -2.6283 0.0012 -7.1309 -0.0062 -0.0050 -0.0093 0.100
H -0.1829 -0.1296 -6.7956 0.0082 0.0029 -0.0120 0.102
H 0.7458 -0.4027 -4.5356 -0.0085 -0.0005 0.0058 0.101
H 1.7441 1.1055 -1.3088 -0.0022 0.0301 0.0020 0.073
H 4.1685 0.7077 -1.5029 0.0091 0.0162 0.0062 0.105
H 5.0023 -1.4717 -2.3185 0.0075 -0.0036 0.0052 0.100
H 3.3979 -3.2560 -2.9149 0.0048 -0.0160 -0.0038 0.105
H 0.9794 -2.8620 -2.7111 -0.0184 -0.0112 -0.0023 0.110
H -4.3976 0.5154 -0.9368 -0.0006 -0.0088 0.0081 0.091
H -6.2493 1.8562 -1.8629 -0.0142 -0.0060 -0.0100 0.101
H -6.0821 4.3245 -1.9089 -0.0089 0.0093 -0.0014 0.101
H -4.0574 5.4354 -1.0246 0.0042 0.0168 -0.0037 0.102
H -2.2036 4.0953 -0.1243 -0.0092 -0.0066 0.0049 0.104
H 0.8579 2.3563 0.0608 0.0243 -0.0061 -0.0199 0.071
H 2.0221 3.8565 1.6267 0.0116 0.0038 -0.0078 0.104
H 0.9110 4.5629 3.7210 0.0056 0.0053 0.0049 0.101
H -1.3648 3.7409 4.2379 -0.0077 -0.0015 0.0180 0.102
H -2.5291 2.2522 2.6653 -0.0219 0.0024 -0.0062 0.108
Cl 4.7121 -3.2016 0.5216 -0.0296 0.0275 0.0493 0.713
C 4.5672 -1.7762 1.4805 0.0699 -0.0508 -0.0327 -0.595
C 5.7040 -1.0669 1.7812 -0.0557 0.0274 0.0190 -0.126
C 5.6179 0.0671 2.5874 0.0223 0.0091 0.0043 -0.077
C 4.3934 0.4668 3.1192 0.0043 -0.0361 0.0015 -0.124
C 3.2586 -0.2478 2.8235 -0.0228 0.1492 0.0810 -0.573
Cl 1.7646 0.2492 3.5430 0.0560 0.0533 -0.0637 0.715
C 3.2425 -1.3909 1.9349 0.1899 0.0362 0.0271 -0.504
N 2.1904 -2.0347 1.5466 -0.2134 -0.2881 -0.1541 -0.113
H 6.6567 -1.3973 1.3928 0.0214 -0.0041 -0.0044 0.101
H 6.5113 0.6312 2.8171 0.0103 0.0015 0.0113 0.104
H 4.3289 1.3242 3.7742 0.0040 0.0194 -0.0040 0.101
```
Positions in Å, forces in eV/Å.

Output
orbital gap (spin up / spin down): 0.2743 / 0.2246 Ha
<S²>: 0.802
multiplicity: 2
E_HOMO (spin up / spin down): -0.2588 / -0.2637 Eh

=====

Formula: C3H5N2S
Source: OMol25
Level of theory: the ωB97M-V functional and the def2-TZVPD basis

```
11
Properties=species:S:1:pos:R:3:forces:R:3:nbo_charge:R:1
C 0.2604 -2.5915 -0.0174 -1.3571 1.5540 0.5081 -0.181
C -0.8860 0.0156 0.1303 3.1399 0.9948 -0.5339 -0.104
C 0.5839 1.9808 -0.1440 -2.1516 0.6536 -0.7253 -0.453
N 1.3937 -2.2742 0.0344 1.2710 1.3600 -0.2783 0.104
N 0.1660 0.6617 0.0107 -0.5159 -4.1972 -0.0756 -0.222
S -1.3552 -1.6006 0.1459 0.0526 -1.0894 -0.1119 0.491
H -0.1127 -3.5556 0.1369 -0.5475 -2.0957 0.0048 0.347
H -1.7813 0.5386 0.1482 -2.6593 1.0854 0.2273 0.269
H -0.0450 2.5278 0.5251 0.1529 0.9572 1.0759 0.233
H 1.6026 1.9281 0.1449 1.0796 1.1427 -0.4333 0.260
H 0.1736 2.3693 -1.1150 1.5354 -0.3655 0.3423 0.256
```
Positions in Å, forces in eV/Å.

Output
orbital gap (spin up / spin down): 0.2216 / 0.2218 Ha
charge: +1
E_HOMO (spin up / spin down): -0.5363 / -0.5364 Eh

=====

Formula: C3H6ClNO
Source: OMol25
Level of theory: the ωB97M-V functional and the def2-TZVPD basis

```
12
Properties=species:S:1:pos:R:3:forces:R:3:nbo_charge:R:1
C 0.6362 -0.7587 -0.2527 0.2706 -0.5640 -0.6599 -0.131
C -1.4070 1.0435 -0.6143 -0.3118 0.6130 -0.0448 -0.744
C -0.5114 0.6012 0.4686 1.3653 -2.8083 -2.1576 0.710
N 1.0207 -1.4025 0.9004 0.0798 -0.1197 0.5690 -0.846
O -0.3052 0.8817 1.5887 -0.2299 0.0777 -0.0460 -0.507
Cl 1.8575 0.5857 -0.8265 0.3649 0.1452 -0.2731 -0.238
H -1.7990 2.0465 -0.4566 -0.0695 0.0203 0.0717 0.237
H -0.8858 0.9853 -1.5673 0.0906 0.0338 0.1196 0.262
H -2.2279 0.3288 -0.6546 -0.0920 -0.0685 0.0786 0.258
H 0.7900 -1.5971 -1.2299 -1.4853 2.8027 2.7116 0.239
H 0.9318 -0.8174 1.7273 0.0127 -0.0736 -0.1083 0.384
H 1.9000 -1.8970 0.9169 0.0046 -0.0585 -0.2609 0.377
```
Positions in Å, forces in eV/Å.

Output
orbital gap: 0.3683 Ha
E_HOMO: -0.3368 Eh

=====

Formula: C4H10N2O
Source: OMol25
Level of theory: the ωB97M-V functional and the def2-TZVPD basis

```
17
Properties=species:S:1:pos:R:3:forces:R:3:nbo_charge:R:1
H -2.0463 -2.4412 1.4823 -0.0174 -0.0193 -0.0108 0.340
N -1.6477 -2.3933 0.5499 -0.1373 0.0078 -0.0149 -0.703
C -0.6369 -1.6295 0.5424 0.1151 0.2076 0.0066 0.278
N 0.0297 -1.3030 -0.6209 -0.0403 -0.4396 -0.0964 -0.624
C 1.4888 -1.2893 -0.5916 -0.0922 0.5252 0.1232 -0.424
H -0.2382 -1.1225 1.4242 0.1128 -0.0321 0.0569 0.148
H -0.3500 -1.8423 -1.3904 -0.0055 0.0397 -0.0084 0.381
H 1.8479 -0.8871 -1.5353 0.0847 -0.0865 -0.0920 0.202
H 1.8124 -0.5912 0.1791 0.0566 -0.0476 0.0679 0.221
H 1.9444 -2.2631 -0.4068 -0.0568 -0.1115 -0.0439 0.182
C -0.9354 2.6847 -0.0650 -0.0179 0.0111 -0.0518 -0.727
C 0.3693 1.9788 -0.2976 -0.1943 -0.0095 0.0092 0.453
O 1.1930 1.8138 0.5633 0.0940 -0.0773 0.0417 -0.539
H -1.6813 2.4144 -0.8113 0.0134 -0.0389 0.0313 0.225
H -0.7420 3.7553 -0.1527 -0.0272 0.0890 -0.0347 0.242
H -1.3056 2.4968 0.9410 0.0391 -0.0350 0.0040 0.237
H 0.5512 1.6258 -1.3306 0.0730 0.0169 0.0121 0.107
```
Positions in Å, forces in eV/Å.

Output
orbital gap: 0.3757 Ha
E_HOMO: -0.3386 Eh
SMILES: [H]/N=C/NC.CC=O